i) Here is C4H9N as an isolated structure from the Open Molecules 2025 dataset. Energies are from ωB97M-V/def2-TZVPD.

Each line ends with the Löwdin charge.
Cartesian coordinates (Å):
N 0.77628 0.64760 -0.49584  -0.101
H 2.74482 0.07554 -0.90620  0.070
C -0.86783 -0.59527 1.78462  -0.044
H 1.61354 -1.19066 -1.16344  0.071
C 1.74738 -0.11488 -1.29826  -0.132
H -1.38030 -0.38143 2.71140  0.047
H 0.84216 0.33066 0.47415  0.062
H -0.89018 0.77795 1.38435  0.178
C -0.59987 0.13668 -0.59905  -0.168
H 1.65528 0.20349 -2.32915  0.072
C -1.35360 0.01319 0.54422  -0.334
H -2.43327 0.02586 0.40785  0.116
H -0.13767 -1.39132 1.73645  0.065
H -1.15151 0.54514 -1.44120  0.097

The calculation puts the highest occupied orbital energy at -7.000 eV. The calculation puts the gap between HOMO and LUMO at 0.2707 Eh. For the LUMO energy, the calculation gives 0.37 eV.

---

ii) Here is C4H9N as an isolated structure from the Open Molecules 2025 dataset. Energies are from ωB97M-V/def2-TZVPD.

Each line ends with the Löwdin charge.
Cartesian coordinates (Å):
H 1.39823 -1.21862 -0.71429  0.060
C -1.59230 -0.13692 0.45137  -0.307
C 1.53287 0.82381 -0.01059  -0.166
N -1.35493 0.96699 -0.16460  0.072
C 0.80464 -0.31221 -0.66030  -0.159
H -0.81073 -1.88466 -0.44669  0.079
C -0.63385 -1.20177 0.37895  -0.083
H 2.55804 0.87354 -0.39037  0.067
H 1.57033 0.70087 1.07228  0.071
H -2.38225 -0.22226 1.21186  0.104
H -2.14596 1.61184 -0.19415  0.054
H 1.06123 1.78007 -0.21858  0.053
H 0.39016 -0.09207 -1.63701  0.072
H -0.39548 -1.68863 1.32213  0.081

The calculation puts the highest occupied orbital energy at -9.278 eV. The calculation puts the gap between HOMO and LUMO at 0.3853 Eh. For the LUMO energy, the calculation gives 1.21 eV.

---

iii) Here is a 2-piece molecular cluster, C4H9N overall from the Open Molecules 2025 dataset. Energies are from ωB97M-V/def2-TZVPD.

Each line ends with the Löwdin charge.
Cartesian coordinates (Å):
H 2.36093 0.72897 -0.07514  0.085
N 0.71701 -0.27227 -1.36912  0.052
H -1.39088 0.98010 0.61981  -0.025
C -0.24931 -1.37459 0.68321  0.024
C -2.04564 1.67506 0.10681  -0.046
H -2.32241 1.21038 -0.83957  0.021
H 0.10538 -1.83035 1.59942  0.042
H 0.05124 -0.80972 -1.93447  0.039
H -2.92020 1.84009 0.73042  0.015
C 0.57119 -0.52536 -0.04526  -0.623
H -0.88328 -1.98788 0.05015  0.052
C 1.73420 0.05018 0.48899  0.257
H -1.55695 2.62412 -0.09764  0.018
H 2.19810 -0.37485 1.38347  0.090

The calculation puts the highest occupied orbital energy at -7.436 eV. The calculation puts the gap between HOMO and LUMO at 0.1912 Eh. For the LUMO energy, the calculation gives -2.23 eV.

---

iv) Here is a 2-piece molecular cluster, C4H9N overall from the Open Molecules 2025 dataset. Energies are from ωB97M-V/def2-TZVPD.

Each line ends with the Löwdin charge.
Cartesian coordinates (Å):
H -0.32815 -1.39918 0.52826  0.070
H 1.77857 -1.72699 -1.73306  0.069
H -0.57990 -1.17821 2.22439  0.021
H 1.19309 1.08920 -0.43225  0.048
H -1.15372 0.87209 2.11230  0.089
C -1.28622 0.35146 1.17413  -0.277
C -1.70727 1.00570 0.02310  -0.055
H -2.19397 1.99749 0.29089  0.052
H 0.19989 -0.69554 -1.72887  0.044
N -0.84745 -1.00493 1.33399  0.055
C 1.22955 -0.81318 -1.33006  -0.114
C 1.84109 0.29657 -0.86537  -0.066
H 2.90076 0.38128 -0.72738  0.037
H -1.04627 0.82423 -0.87007  0.030

The calculation puts the highest occupied orbital energy at -8.113 eV. The calculation puts the gap between HOMO and LUMO at 0.3405 Eh. For the LUMO energy, the calculation gives 1.15 eV.

---

Which one is most stable, and which one is least stable? ii) is the most stable of them, while iii) is the least stable.

---

i) Here is a single C6H6O2 molecule from the Open Molecules 2025 dataset. Energies are from ωB97M-V/def2-TZVPD.

Each line ends with the Löwdin charge.
Cartesian coordinates (Å):
C 1.11250 1.05971 -0.02051  0.010
C -1.60469 0.89699 -0.09270  0.013
C -0.17114 0.70475 0.20402  -0.136
H -3.10642 -0.75957 -0.26643  0.137
O -1.16089 -1.33374 -0.23084  0.019
C -0.10913 -0.80575 0.45124  -0.384
C 1.94851 -0.21112 -0.29869  -0.124
O 1.08708 -1.37652 -0.01158  -0.030
H 2.26186 -0.23082 -1.33754  0.112
H 1.43454 2.12217 -0.00063  0.114
H -2.12710 1.77121 0.04662  0.074
H -0.30419 -1.11831 1.48488  0.173
C -2.09279 -0.35712 -0.25323  -0.090
H 2.83186 -0.36189 0.32537  0.112

The calculation puts the highest occupied orbital energy at -8.388 eV. The calculation puts the gap between HOMO and LUMO at 0.3352 Eh. For the LUMO energy, the calculation gives 0.73 eV.

---

ii) Here is a single C6H6O2 molecule from the Open Molecules 2025 dataset. Energies are from ωB97M-V/def2-TZVPD.

Each line ends with the Löwdin charge.
Cartesian coordinates (Å):
H 1.48293 -2.58094 -0.07560  0.065
C 0.36742 0.79003 0.00245  -0.208
O -0.73968 -1.41233 0.02617  -0.011
H 1.21374 2.71630 0.05481  0.069
H -3.02301 1.11229 -0.04565  0.130
C 1.41647 1.65365 -0.01124  0.093
C 1.56397 -1.51455 0.01951  0.093
H -2.80442 -1.42354 -0.08389  0.126
H 2.55754 -1.08813 0.19281  0.068
C -2.06595 0.56227 -0.01603  -0.092
H 2.44241 1.31053 -0.14542  0.066
C 0.46307 -0.73167 -0.00430  -0.247
C -1.93669 -0.76738 0.02290  -0.117
O -0.93781 1.37347 0.06349  -0.035

The calculation puts the highest occupied orbital energy at -8.336 eV. The calculation puts the gap between HOMO and LUMO at 0.3340 Eh. For the LUMO energy, the calculation gives 0.75 eV.

---

Which one is most stable, and which one is least stable? ii) is the most stable of them, while i) is the least stable.

---

i) Here is a single C6H6O2 molecule from the Open Molecules 2025 dataset. Energies are from ωB97M-V/def2-TZVPD.

Each line ends with the Löwdin charge.
Cartesian coordinates (Å):
H 0.57920 0.85325 -1.83366  0.004
C -0.59093 -0.54275 1.44590  -0.070
C 0.55755 -1.40250 -0.56795  -0.001
H -1.41838 2.56001 0.26086  0.126
O 1.23173 0.47663 -2.36869  0.011
C -1.24708 0.64948 1.63155  -0.129
H 2.43177 -1.23050 -1.92238  0.132
C -1.22108 1.47571 0.49459  -0.041
O -0.39080 0.76024 -0.46431  -0.073
H 0.87519 -2.34111 -0.25990  0.081
H -1.61555 1.17037 2.65183  0.153
C 1.43192 -0.73044 -1.60717  -0.015
H -0.51238 -1.17859 2.34256  0.132
C -0.11117 -0.51980 0.19676  -0.310

The calculation puts the highest occupied orbital energy at -7.480 eV. The calculation puts the gap between HOMO and LUMO at 0.2839 Eh. For the LUMO energy, the calculation gives 0.24 eV.

---

ii) Here is a single C6H6O2 molecule from the Open Molecules 2025 dataset. Energies are from ωB97M-V/def2-TZVPD.

Each line ends with the Löwdin charge.
Cartesian coordinates (Å):
H 0.61391 0.60582 -2.21212  0.174
O -0.54171 -0.93161 -1.15951  -0.079
H -0.85711 0.69472 1.85381  0.194
C 1.43336 -0.10219 -0.38020  -0.036
H -2.32416 -0.43208 -0.19722  0.158
C -0.33025 1.21232 -0.21684  -0.300
C -1.26240 -0.89483 0.01666  -0.172
C 0.32269 0.19537 -1.21592  -0.253
H -1.29050 -1.92935 0.39347  0.135
C -0.54920 0.21095 0.82253  -0.209
H 1.59456 -0.42852 1.85188  0.158
O -0.25042 2.41224 0.04513  0.095
H 2.53467 -0.28534 -0.47982  0.135
C 0.90656 -0.32749 0.87814  0.001

The calculation puts the highest occupied orbital energy at -9.481 eV. The calculation puts the gap between HOMO and LUMO at 0.3791 Eh. For the LUMO energy, the calculation gives 0.83 eV.

---

iii) Here is a single C6H6O2 molecule from the Open Molecules 2025 dataset. Energies are from ωB97M-V/def2-TZVPD.

Each line ends with the Löwdin charge.
Cartesian coordinates (Å):
C -0.30243 0.44314 0.84245  -0.233
H -1.13965 0.50823 1.53638  0.151
H -1.00892 -0.35753 -2.45596  0.112
C -0.72879 -0.49441 -0.37440  -0.111
H 1.49012 -2.25866 1.61776  0.168
O 0.74685 -0.19501 1.43398  -0.079
O -0.19540 1.49367 -1.56905  -0.101
C -0.24449 -1.86610 0.20363  -0.035
H 0.35482 2.65956 0.26063  0.081
H -0.49398 -2.94891 -0.06642  0.119
H 1.31633 1.52036 -0.32926  0.078
C 0.74072 -1.52346 1.03438  -0.142
C -0.65151 0.18391 -1.59352  -0.107
C 0.36479 1.67155 -0.02632  0.099

The calculation puts the highest occupied orbital energy at -7.870 eV. The calculation puts the gap between HOMO and LUMO at 0.3264 Eh. For the LUMO energy, the calculation gives 1.01 eV.

---

iv) Here is C6H6O2 as an isolated structure from the Open Molecules 2025 dataset. Energies are from ωB97M-V/def2-TZVPD.

Each line ends with the Löwdin charge.
Cartesian coordinates (Å):
H -2.33015 0.90192 -0.49981  0.050
O 0.23275 2.24745 0.35540  0.176
O 1.69008 -0.00338 -1.31943  0.026
H 2.43816 -0.35724 -1.73163  0.086
C 0.33767 -1.02113 0.61120  -0.221
C -1.88269 -0.02459 -0.32351  -0.030
C -0.79560 0.01235 0.76745  -0.230
H 2.37857 0.23497 0.49679  0.131
C 1.45072 0.02138 0.01753  -0.289
H -1.31427 -0.57109 -1.23287  0.145
C 1.32900 -1.83188 0.63977  0.188
H -2.73631 -0.74413 -0.00983  0.107
H -1.01194 0.06991 1.83947  0.155
C 0.21403 1.06544 0.38947  -0.294

The calculation puts the highest occupied orbital energy at -9.911 eV. The calculation puts the gap between HOMO and LUMO at 0.3766 Eh. For the LUMO energy, the calculation gives 0.34 eV.

---

Which one is most stable, and which one is least stable? ii) is the most stable of them, while iv) is the least stable.

---

i) Here is a 2-piece molecular cluster, H4NO2SSi overall from the Open Molecules 2025 dataset. Energies are from ωB97M-V/def2-TZVPD.

Each line ends with the Löwdin charge.
Cartesian coordinates (Å):
O -3.81401 -3.05752 0.82235  -0.673
O -1.95770 -1.60467 -0.01646  -0.691
N 3.22285 2.18363 -0.63491  -0.292
S -2.65470 -2.21113 1.14579  0.459
H -1.73220 -3.21669 1.41532  -0.095
Si 1.62394 2.16394 -0.78093  0.558
H 0.53212 1.53032 -0.00167  -0.098
H 1.28346 2.20432 -2.29519  -0.089
H 3.49625 2.00781 0.34571  -0.079

The calculation puts the highest occupied orbital energy at -2.764 eV. The calculation puts the gap between HOMO and LUMO at 0.1707 Eh. Its total charge is -1. For the LUMO energy, the calculation gives 1.88 eV.

---

ii) Here is an isolated ion of composition H4NO2SSi and charge -1 from the Open Molecules 2025 dataset. Energies are from ωB97M-V/def2-TZVPD.

Each line ends with the Löwdin charge.
Cartesian coordinates (Å):
H 1.72898 -1.77481 0.25865  -0.081
Si 0.88505 -0.42592 0.18709  0.132
H -0.18249 1.57442 -0.91966  -0.102
O -0.46664 -1.17205 -0.18608  -0.584
H 1.42565 0.14869 -1.03338  -0.071
S -1.63069 0.14767 -0.35085  0.734
O -2.66254 0.13300 0.69569  -0.543
H 1.27939 0.11654 1.39077  -0.105
N -0.37672 1.25247 -0.04224  -0.379

The calculation puts the highest occupied orbital energy at -4.401 eV. The calculation puts the gap between HOMO and LUMO at 0.3020 Eh. Its total charge is -1. For the LUMO energy, the calculation gives 3.82 eV.

---

Which one is most stable, and which one is least stable? ii) is the most stable of them, while i) is the least stable.